1.
{"formula": "C22H36Be2Br2Cl6CsFIN3O11PS", "method": "the ωB97M-V functional and the def2-TZVPD basis", "species": ["C", "C", "S", "C", "N", "C", "C", "C", "C", "O", "O", "C", "Br", "I", "C", "C", "C", "N", "C", "C", "C", "C", "C", "C", "C", "N", "P", "O", "Br", "H", "H", "H", "H", "H", "H", "H", "H", "H", "H", "H", "H", "H", "H", "H", "H", "H", "H", "H", "H", "H", "H", "H", "H", "H", "H", "H", "H", "O", "H", "Be", "F", "Cl", "O", "Cl", "O", "O", "O", "Be", "C", "Cl", "Cl", "Cl", "H", "C", "O", "C", "O", "O", "C", "H", "H", "H", "H", "H", "H", "Cl", "Cs"], "coordinates": [[2.082, -3.932, 0.252], [3.148, -2.843, 0.037], [2.584, -1.373, -0.857], [0.791, -1.173, -0.483], [0.243, 0.179, -0.835], [-1.247, -0.054, -0.805], [-1.918, -0.866, -1.903], [-3.449, -0.783, -1.597], [-4.153, 0.316, -2.379], [-4.066, 0.455, -3.522], [-4.998, 1.183, -1.618], [0.678, 0.736, -2.173], [0.983, -0.479, -3.681], [-0.713, 2.165, -3.144], [1.943, 1.661, -1.983], [3.171, 1.347, -2.894], [4.437, 2.140, -2.509], [4.138, 3.566, -2.320], [2.130, 1.808, -0.408], [0.740, 1.237, 0.109], [-0.174, 2.463, 0.339], [-1.213, 2.241, 1.181], [-2.040, 3.302, 1.463], [-1.689, 4.456, 0.825], [-0.607, 4.587, 0.018], [0.171, 3.564, -0.229], [1.009, 0.858, 1.984], [1.321, 2.339, 2.598], [2.884, -0.211, 2.594], [1.075, -3.553, 0.411], [2.130, -4.633, -0.574], [2.366, -4.502, 1.137], [4.016, -3.338, -0.651], [3.659, -2.565, 0.952], [0.510, -1.459, 0.530], [0.347, -1.946, -1.102], [-1.462, -0.546, 0.145], [-1.819, 0.868, -0.770], [-1.793, -0.515, -2.924], [-1.690, -1.929, -1.912], [-3.572, -0.664, -0.520], [-3.895, -1.747, -1.828], [-4.474, 1.944, -1.320], [1.650, 2.648, -2.315], [2.930, 1.682, -3.906], [3.484, 0.309, -2.875], [5.183, 2.052, -3.300], [4.962, 1.765, -1.449], [4.172, 3.844, -1.359], [3.288, 3.885, -2.784], [2.998, 1.164, -0.218], [2.469, 2.744, 0.015], [-1.427, 1.281, 1.624], [-2.899, 3.204, 2.118], [-2.299, 5.330, 1.006], [-0.390, 5.546, -0.421], [0.539, 2.570, 3.131], [5.822, -0.632, -3.930], [5.402, -1.297, -3.379], [-1.488, 4.221, 3.923], [6.156, 1.157, 0.288], [5.122, 5.589, -1.802], [-5.208, 3.542, 5.053], [-5.588, 3.707, 3.679], [-6.605, 2.763, 3.320], [-4.404, 3.453, 2.839], [-6.035, 5.046, 3.438], [-6.062, -0.319, -0.537], [3.774, -6.634, -2.840], [3.863, -4.871, -2.667], [5.350, -7.293, -3.248], [3.150, -7.368, -1.359], [3.090, -6.861, -3.646], [-1.602, -3.720, 4.352], [-2.062, -2.642, 3.534], [-3.352, -2.749, 3.184], [-4.085, -3.637, 3.494], [-3.666, -1.698, 2.432], [-5.033, -1.686, 1.977], [-0.554, -3.532, 4.573], [-2.156, -3.758, 5.287], [-1.684, -4.668, 3.822], [-5.724, -1.647, 2.817], [-5.237, -2.554, 1.353], [-5.164, -0.780, 1.371], [5.256, -2.328, -1.370], [2.480, -1.134, 5.139]], "total_energy_ev": -297866.244, "e_homo_ev": -8.966, "charge": 1, "gap_ev": 1.30, "lumo_energy_ev": -7.67, "multiplicity": 1}

=====

2.
{"formula": "C22H36ErN", "method": "the ωB97M-V functional and the def2-TZVPD basis", "species": ["C", "H", "H", "H", "C", "H", "H", "C", "H", "H", "H", "C", "C", "C", "C", "C", "C", "C", "C", "C", "C", "Er", "H", "H", "H", "H", "H", "H", "H", "H", "H", "H", "H", "H", "H", "H", "H", "C", "N", "C", "C", "C", "C", "C", "C", "C", "C", "H", "H", "H", "H", "H", "H", "H", "H", "H", "H", "H", "H", "H"], "coordinates": [[-1.205, -2.560, -1.259], [-1.666, -3.553, -1.196], [-2.052, -1.840, -1.266], [-0.610, -2.520, -0.309], [-0.315, -2.477, -2.495], [-0.026, -1.432, -2.734], [0.622, -3.010, -2.281], [-0.951, -3.141, -3.730], [-0.276, -3.094, -4.592], [-1.156, -4.198, -3.526], [-1.895, -2.666, -4.019], [0.216, 1.894, 0.619], [0.165, 2.008, -0.817], [-1.158, 1.657, -1.245], [-1.937, 1.330, -0.074], [-1.096, 1.508, 1.077], [-1.514, 1.517, 2.501], [-3.353, 0.877, -0.054], [-1.608, 1.572, -2.660], [1.262, 2.547, -1.658], [1.318, 2.403, 1.483], [-0.224, -0.289, -0.256], [-3.624, 0.486, 0.936], [-4.045, 1.706, -0.278], [-3.526, 0.092, -0.809], [-2.394, 0.887, 2.664], [-0.711, 1.162, 3.162], [-1.779, 2.540, 2.823], [2.305, 2.302, 1.004], [1.164, 3.479, 1.695], [1.375, 1.878, 2.453], [1.188, 2.175, -2.686], [1.215, 3.648, -1.703], [2.247, 2.275, -1.255], [-2.174, 0.643, -2.840], [-2.268, 2.414, -2.922], [-0.749, 1.605, -3.345], [3.183, -0.646, 3.961], [3.105, -0.514, 2.481], [4.400, -0.097, 1.888], [2.586, -1.791, 1.780], [1.242, -2.174, 2.310], [1.134, -3.139, 3.338], [-0.130, -3.468, 3.833], [-1.266, -2.842, 3.331], [-1.149, -1.853, 2.334], [0.097, -1.562, 1.812], [3.864, -1.471, 4.210], [2.190, -0.834, 4.388], [3.586, 0.291, 4.363], [2.390, 0.220, 2.272], [5.133, -0.890, 2.077], [4.272, 0.037, 0.807], [4.722, 0.841, 2.351], [2.584, -1.551, 0.701], [3.374, -2.553, 1.945], [2.040, -3.614, 3.728], [-0.212, -4.223, 4.622], [-2.261, -3.098, 3.710], [-2.050, -1.333, 1.982]], "e_above_lowest_ev": 0.0000, "total_energy_ev": -52493.927, "e_homo_ev": [-14.554, -14.557], "charge": 2, "gap_ev": [7.77, 7.89], "lumo_energy_ev": [-6.78, -6.67], "multiplicity": 4}

=====

3.
{"formula": "C22H36F11N3O3PS", "method": "the ωB97M-V functional and the def2-TZVPD basis", "species": ["C", "C", "C", "C", "N", "C", "C", "N", "C", "O", "C", "F", "F", "C", "F", "F", "F", "C", "C", "C", "C", "O", "C", "C", "C", "C", "C", "F", "F", "C", "F", "F", "F", "P", "C", "C", "N", "F", "S", "H", "H", "H", "H", "H", "H", "H", "H", "H", "H", "H", "H", "H", "H", "H", "H", "H", "H", "H", "H", "H", "H", "H", "H", "H", "H", "H", "H", "H", "H", "H", "H", "C", "O", "H", "H", "H", "H"], "coordinates": [[4.381, -2.677, 0.786], [4.561, -2.208, -0.660], [4.811, -0.696, -0.839], [3.621, 0.117, -1.329], [2.300, -0.330, -0.836], [1.255, 0.608, -1.039], [0.616, 1.390, 0.107], [0.105, 2.719, -0.327], [0.603, 3.253, -1.298], [1.053, 3.743, -2.212], [1.579, 1.798, 1.264], [2.596, 2.509, 0.698], [0.906, 2.638, 2.085], [2.276, 0.736, 2.182], [1.605, -0.416, 2.239], [3.502, 0.473, 1.705], [2.397, 1.231, 3.416], [-0.734, 0.610, 0.479], [-1.151, 0.518, 1.979], [-1.728, -0.761, 2.584], [-2.381, -0.408, 3.920], [-0.757, -1.765, 2.797], [-1.015, -0.538, -0.556], [-2.371, -0.338, -1.260], [-3.626, -0.821, -0.524], [-4.363, 0.303, 0.200], [-5.780, -0.056, 0.559], [-6.375, 1.061, 1.078], [-6.480, -0.423, -0.535], [-5.920, -1.155, 1.638], [-7.101, -1.101, 2.267], [-4.940, -0.999, 2.557], [-5.769, -2.369, 1.081], [-0.870, -2.316, -0.184], [-1.720, -3.406, -1.382], [0.722, -2.966, 0.350], [0.026, -0.112, -1.679], [-0.507, 0.941, -2.538], [0.432, -1.416, -2.803], [4.800, -1.978, 1.494], [4.877, -3.626, 0.937], [3.335, -2.848, 1.012], [3.723, -2.502, -1.283], [5.436, -2.712, -1.048], [5.258, -0.281, 0.053], [5.566, -0.594, -1.609], [3.602, 0.014, -2.412], [3.784, 1.173, -1.135], [2.344, -0.749, 0.078], [1.609, 1.199, -1.876], [-1.454, 1.317, 0.106], [-1.906, 1.277, 2.138], [-0.354, 0.819, 2.638], [-2.494, -1.219, 1.977], [-1.619, -0.146, 4.647], [-3.118, 0.378, 3.823], [-2.889, -1.289, 4.292], [-0.211, -1.516, 3.546], [-2.320, -0.834, -2.222], [-2.512, 0.711, -1.482], [-3.449, -1.668, 0.125], [-4.308, -1.172, -1.291], [-4.466, 1.125, -0.502], [-3.832, 0.678, 1.065], [-2.750, -3.518, -1.080], [-1.233, -4.370, -1.429], [-1.720, -2.992, -2.384], [1.182, -2.381, 1.127], [1.431, -3.099, -0.463], [0.522, -3.946, 0.766], [1.108, -0.594, -3.622], [2.790, 6.343, -3.296], [3.053, 6.431, -4.694], [3.711, 6.591, -2.775], [2.014, 7.054, -3.000], [2.483, 5.334, -3.024], [2.243, 6.220, -5.164]], "total_energy_ev": -84016.580, "e_homo_ev": -11.215, "charge": 1, "gap_ev": 7.84, "lumo_energy_ev": -3.37, "multiplicity": 1}